The following is a quantum chemistry calculation of the molecule C2H2NP at a distorted geometry, from the Open Molecules 2025 dataset.

frontier orbital gap: 0.3213 Ha
molecular weight: 71.02 g mol⁻¹
structure (SMILES): [H]/P=C/C#N

Positions of all 6 atoms, in Å:
1 C 1.32753 0.23748 -0.13942
2 C -0.11372 0.23544 -0.14605
3 N 2.49098 0.38705 -0.05466
4 P -0.94612 -1.27375 -0.07015
5 H -0.43170 1.28884 0.28707
6 H -2.32698 -0.87505 0.12320

natural (NBO) analysis output, partial charges in e: C 0.2149; C -0.7085; N -0.2871; P 0.5422; H 0.2797; H -0.0412

The following is a quantum chemistry calculation of a 2-piece molecular cluster, C4H12N3 overall at a distorted geometry, from the Open Molecules 2025 dataset.

frontier orbital gap: 0.2674 Ha
molecular weight: 102.16 g mol⁻¹
net charge: +1

Positions of all 19 atoms, in Å:
1 N 0.39104 -1.79574 1.27016
2 C 0.37634 -2.25126 0.04570
3 N 1.43867 -2.70441 -0.58804
4 H 1.24194 -1.82359 1.81157
5 H -0.44279 -1.43233 1.70912
6 H -0.58125 -2.45802 -0.41811
7 H 1.28284 -3.01975 -1.53251
8 H 2.38536 -2.44841 -0.34280
9 C -0.95937 2.02459 1.00716
10 C -0.51906 1.66352 -0.38889
11 C -1.26730 1.71841 -1.48789
12 N 0.84816 1.27221 -0.41416
13 H -0.16914 2.57871 1.50699
14 H -1.10243 1.08427 1.54944
15 H -1.88017 2.59545 1.03377
16 H -0.90188 1.48595 -2.47578
17 H -2.27583 2.09045 -1.39634
18 H 1.04102 0.65312 0.36921
19 H 1.09383 0.76685 -1.25861

Results of the natural (NBO) charge analysis, in e, for atoms 1 through 6: N -0.7026; C 0.4069; N -0.7018; H 0.4294; H 0.4493; H 0.2426

The following is a quantum chemistry calculation of a 7-piece molecular cluster, C34H41N9PS overall at a distorted geometry, from the Open Molecules 2025 dataset.

frontier orbital gap: 0.2541 Ha
molecular weight: 638.81 g mol⁻¹
net charge: +1

Positions of all 86 atoms, in Å:
1 S 2.98613 -3.93278 4.50644
2 P 3.15821 -3.62420 2.61990
3 N 4.33189 -2.38671 2.15556
4 C 5.34300 -1.97228 2.86984
5 N 5.76712 -0.66598 2.73609
6 C 5.17546 0.05364 3.93036
7 C 5.27269 -0.85113 5.17647
8 C 6.29100 -1.97353 5.00914
9 N 5.94760 -2.79672 3.79720
10 H 2.03473 -3.10027 1.99057
11 H 3.54927 -4.74647 1.88471
12 H 4.18675 -1.92003 1.26351
13 H 6.77621 -0.63606 2.83346
14 H 5.70943 0.98805 4.02944
15 H 4.13321 0.23105 3.70042
16 H 5.52930 -0.25547 6.04578
17 H 4.30433 -1.30812 5.36851
18 H 6.31172 -2.61196 5.88208
19 H 7.29127 -1.55382 4.89389
20 H 6.80964 -3.12143 3.36077
21 N 1.92283 -0.94383 0.87458
22 C 2.25319 0.29553 1.24468
23 C 1.67214 1.43592 0.72145
24 C 0.69134 1.28941 -0.24673
25 C 0.33481 0.01285 -0.65138
26 C 0.97716 -1.06276 -0.06179
27 H 3.02837 0.37487 1.99782
28 H 1.98466 2.41393 1.05958
29 H 0.21849 2.15904 -0.68411
30 H -0.42809 -0.15153 -1.40416
31 H 0.72044 -2.07734 -0.34870
32 N -2.06905 -1.11891 -2.57177
33 C -1.39142 -1.72778 -3.54370
34 C -1.98660 -2.45171 -4.56335
35 C -3.36904 -2.55443 -4.57068
36 C -4.08943 -1.92884 -3.56662
37 C -3.39842 -1.22279 -2.59260
38 H -0.31040 -1.62354 -3.49726
39 H -1.38452 -2.92012 -5.32995
40 H -3.87474 -3.11206 -5.34809
41 H -5.16857 -1.98327 -3.53510
42 H -3.92078 -0.71305 -1.79006
43 N 1.56437 4.79022 -1.26799
44 C 1.59833 5.60579 -2.31969
45 C 1.04380 6.87659 -2.32625
46 C 0.41571 7.32826 -1.17803
47 C 0.36880 6.49254 -0.07429
48 C 0.95569 5.24120 -0.17254
49 H 2.09705 5.21705 -3.20030
50 H 1.10470 7.49422 -3.21118
51 H -0.03005 8.31350 -1.14358
52 H -0.11273 6.80176 0.84294
53 H 0.93672 4.56044 0.67294
54 N 0.97816 -0.21076 -8.65681
55 C 0.25382 -0.05564 -7.55244
56 C 0.66574 -0.48039 -6.29774
57 C 1.89797 -1.10315 -6.18594
58 C 2.66383 -1.27360 -7.32740
59 C 2.15955 -0.80935 -8.53344
60 H -0.70530 0.43347 -7.68258
61 H 0.03607 -0.32390 -5.43410
62 H 2.25636 -1.45029 -5.22449
63 H 3.63131 -1.75476 -7.28813
64 H 2.72857 -0.92090 -9.44959
65 N -4.98046 0.31002 0.03009
66 C -5.91057 1.19941 -0.31880
67 C -6.08569 2.41452 0.32091
68 C -5.25224 2.72489 1.38489
69 C -4.28515 1.81051 1.76168
70 C -4.18995 0.62346 1.05303
71 H -6.54353 0.91799 -1.15340
72 H -6.85669 3.09820 -0.00575
73 H -5.36078 3.66271 1.91394
74 H -3.62119 2.00457 2.59173
75 H -3.44560 -0.11977 1.31565
76 N -4.97095 -0.84227 3.82948
77 C -4.70072 -1.06955 5.11296
78 C -4.57619 -2.33644 5.66280
79 C -4.74778 -3.43284 4.83411
80 C -5.03412 -3.21527 3.49653
81 C -5.13264 -1.90722 3.04590
82 H -4.58171 -0.18654 5.73185
83 H -4.35504 -2.45736 6.71421
84 H -4.66338 -4.43867 5.22466
85 H -5.18058 -4.04045 2.81339
86 H -5.35484 -1.69755 2.00457

Results of the Mulliken charge analysis, in e, for atoms 1 through 6: S -0.2914; P 0.2554; N -0.0763; C -0.0192; N -0.3285; C -0.4141

The following is a quantum chemistry calculation of C7H10 as an isolated structure at a distorted geometry, from the Open Molecules 2025 dataset.

frontier orbital gap: 0.3702 Ha
molecular weight: 94.16 g mol⁻¹

Positions of all 17 atoms, in Å:
1 C -0.30927 -0.41293 1.74259
2 C 0.81114 0.27316 1.03938
3 C 1.09078 -0.08697 -0.38726
4 C 0.51109 -1.33263 -1.00965
5 C 0.23788 1.11252 -0.14435
6 C -1.20730 0.99768 -0.29009
7 C -1.88689 1.32513 -1.24064
8 H -0.41582 -1.48861 1.56312
9 H -0.31694 -0.20280 2.82600
10 H -1.34135 0.11717 1.04123
11 H 1.53788 0.84916 1.60389
12 H 2.08731 0.16380 -0.73899
13 H 0.53543 -1.24416 -2.10013
14 H 1.08267 -2.21814 -0.71446
15 H -0.53226 -1.48715 -0.72067
16 H 0.60332 2.10808 -0.38547
17 H -2.48768 1.52668 -2.08450

Results of the natural (NBO) charge analysis, in e, for atoms 1 through 6: C -0.5891; C -0.2546; C -0.2068; C -0.6139; C -0.2803; C -0.1200

The following is a quantum chemistry calculation of the molecule C10H18N2O3S at a distorted geometry, from the Open Molecules 2025 dataset.

frontier orbital gap: 0.3370 Ha
molecular weight: 246.33 g mol⁻¹
structure (SMILES): CSCC[C@H](NC(=O)[C@@H]1CCCN1)C(=O)O

Positions of all 34 atoms, in Å:
1 C 1.63397 -0.68497 0.61805
2 C 0.55664 0.39564 0.54668
3 C 3.12259 0.00999 0.63610
4 C 3.43321 0.00569 -0.77909
5 C 2.88902 -1.33297 -1.39380
6 C -1.43486 1.47230 -0.55872
7 C -0.86533 3.00581 -0.72593
8 C -2.24848 1.28600 0.81645
9 C -2.51496 -0.17267 0.94769
10 C -3.42144 -2.47901 -0.22954
11 H 1.45305 -2.59263 -0.02175
12 H 1.30656 -1.19101 1.57010
13 H 3.60416 -0.76055 1.39010
14 H 3.07533 0.94680 1.29036
15 H 4.44205 0.32776 -0.93327
16 H 2.95579 0.95166 -1.30991
17 H 3.65695 -2.12133 -1.45748
18 H 2.68401 -1.11100 -2.44316
19 H -0.55309 -0.36220 -0.97742
20 H -1.93447 1.36050 -1.55227
21 H -3.18737 1.97200 1.06106
22 H -1.25896 1.43784 1.67018
23 H -3.15946 -0.61236 1.87025
24 H -1.63769 -0.71317 1.14102
25 H -3.24496 -3.34535 -1.13904
26 H -4.58792 -2.42539 0.28384
27 H -2.58327 -2.80479 0.56243
28 H 0.10732 2.94668 1.01427
29 N 1.63510 -1.57175 -0.51150
30 N -0.45235 0.42224 -0.34309
31 O 0.77238 1.39360 1.26798
32 O -1.08807 3.59090 -1.76933
33 O -0.10644 3.61388 0.21520
34 S -3.04901 -0.85815 -0.75647

Results of the natural (NBO) charge analysis, in e, for atoms 1 through 6: C -0.1244; C 0.6748; C -0.4031; C -0.4606; C -0.2158; C -0.1588

The following is a quantum chemistry calculation of a 2-piece molecular cluster, C5H13N3 overall at a distorted geometry, from the Open Molecules 2025 dataset.

frontier orbital gap (spin up / spin down): 0.2866 / 0.2865 Ha
molecular weight: 115.18 g mol⁻¹
net charge: +2

Positions of all 21 atoms, in Å:
1 C -0.27445 0.62953 -1.00114
2 C -0.63773 2.28690 0.79062
3 C 0.37116 3.36048 1.18090
4 C 0.26852 -1.17943 0.85002
5 C 0.86588 -1.78107 -1.49976
6 N -0.47904 1.44002 -0.14602
7 N -1.35871 -1.76793 -0.75224
8 N -0.10932 -1.33465 -0.54893
9 H -0.28866 0.61028 -2.10590
10 H -1.57480 2.16677 1.23984
11 H 0.33459 3.31901 2.25086
12 H -0.14213 4.36432 0.80915
13 H 1.25264 3.09018 0.68418
14 H 0.89416 -2.03733 0.99956
15 H 0.91053 -0.28496 1.14329
16 H -0.62029 -1.10635 1.44859
17 H 0.98297 -2.83441 -1.34495
18 H 0.37093 -1.63378 -2.47832
19 H 1.83282 -1.33230 -1.32408
20 H -2.00780 -1.69421 -0.05849
21 H -1.75683 -1.82205 -1.64295

Results of the natural (NBO) charge analysis, in e, for atoms 1 through 6: C 0.3196; C 0.3234; C -0.6488; C -0.4375; C -0.4342; N -0.3421

The following is a quantum chemistry calculation of the molecule C3H3FN4 at a distorted geometry, from the Open Molecules 2025 dataset.

frontier orbital gap: 0.4210 Ha
molecular weight: 114.08 g mol⁻¹
structure (SMILES): F[C@@H]1Cn2nnnc21

Positions of all 11 atoms, in Å:
1 C 0.38728 -0.13449 1.17284
2 C -0.12628 -1.20425 0.16620
3 C 0.13699 0.88916 0.02102
4 H -0.14764 0.10995 2.09613
5 H 0.71150 -1.85903 -0.09461
6 H -1.03402 -1.76098 0.28787
7 N -0.30040 -0.05797 -0.76403
8 N -0.71088 0.43420 -1.94231
9 N -0.55191 1.72247 -1.81166
10 N -0.08006 2.04024 -0.57218
11 F 1.71542 -0.17929 1.44074

Results of the natural (NBO) charge analysis, in e, for atoms 1 through 6: C 0.2018; C -0.2288; C 0.2644; H 0.2027; H 0.2290; H 0.2303

The following is a quantum chemistry calculation of C11H33I2N5O3PSrTe as an isolated structure at a distorted geometry, from the Open Molecules 2025 dataset.

frontier orbital gap: 0.2419 Ha
molecular weight: 783.42 g mol⁻¹
net charge: +1

Positions of all 57 atoms, in Å:
1 Sr 13.19752 6.13894 9.24008
2 N 12.97564 8.74910 9.06107
3 C 12.08122 8.96062 7.85539
4 C 12.77634 8.48521 6.63906
5 N 12.91761 7.02250 6.65342
6 C 11.78287 6.41231 5.98084
7 C 10.93110 5.67582 6.94328
8 N 11.73462 4.58214 7.41556
9 H 12.44784 8.99950 9.95889
10 H 13.80470 9.33826 9.07269
11 H 11.91579 10.04041 7.82407
12 H 11.13218 8.45660 7.94505
13 H 13.76309 8.90739 6.66174
14 H 12.27183 8.74212 5.71892
15 H 13.70293 6.86776 6.02506
16 H 12.09396 5.65431 5.21217
17 H 11.18544 7.09113 5.39253
18 H 9.94938 5.44805 6.51565
19 H 10.73668 6.33916 7.76925
20 H 11.93680 3.94032 6.62885
21 H 11.34106 4.00254 8.18242
22 I 16.63881 7.67264 8.05174
23 C 17.08958 5.63987 7.47775
24 I 15.36363 4.44259 7.20305
25 H 17.64374 5.20182 8.23843
26 H 17.76380 5.75542 6.65193
27 N 13.23509 7.03686 11.91400
28 C 14.60627 7.23965 12.46998
29 C 15.38801 5.91853 12.12602
30 N 15.37934 5.46161 10.75511
31 H 12.65330 7.84352 11.83287
32 H 12.76295 6.33802 12.48289
33 H 14.62492 7.42993 13.49929
34 H 15.02898 8.18646 12.04019
35 H 14.88595 5.22362 12.78090
36 H 16.44576 6.01958 12.43731
37 H 15.50380 4.45855 10.71583
38 H 16.16318 5.90335 10.26399
39 C 6.39267 5.56993 9.67548
40 C 7.87961 5.77614 9.44268
41 O 8.59018 5.07347 10.47822
42 P 10.13011 5.45341 10.81876
43 O 10.74406 6.42667 9.80291
44 Te 11.44138 3.59549 11.01137
45 O 9.98156 6.34151 12.13450
46 C 9.49646 5.66804 13.32321
47 C 8.01216 5.94465 13.55145
48 H 5.88103 5.95843 8.81659
49 H 5.98820 6.11018 10.52683
50 H 5.94124 4.56001 9.79721
51 H 8.10842 6.84802 9.43088
52 H 8.09585 5.31594 8.46956
53 H 10.13775 6.06321 14.15437
54 H 9.61477 4.59688 13.28780
55 H 7.87779 7.05237 13.77274
56 H 7.72959 5.34401 14.45445
57 H 7.34766 5.72102 12.73273

Results of the natural (NBO) charge analysis, in e, for atoms 1 through 6: Sr 1.7124; N -0.9254; C -0.2407; C -0.2357; N -0.6899; C -0.2383